C6H5NO2 as an isolated structure. Source: the Open Molecules 2025 dataset; level of theory: ωB97M-V/def2-TZVPD.

Calculated values
**E_LUMO**: 0.6175 eV
**Largest force on an atom**: 7.9 eV/Å
**Multiplicity**: 1
**E**: -436.773417 Eh
**HOMO energy**: -9.874 eV

Structure (XYZ):
```
14
C6H5NO2 (ωB97M-V/def2-TZVPD)
C 1.02 -0.61 1.51
C 0.18 -0.05 0.38
C 0.55 -0.47 -0.94
C -0.18 0.15 -1.97
C -1.54 1.32 -0.66
C -0.85 0.84 0.55
H 1.41 -2.19 2.14
H 1.28 -1.30 -1.30
H 0.31 0.02 -3.25
H -2.33 2.09 -0.32
H -1.04 1.19 1.84
N -1.24 1.00 -1.84
O 0.75 -1.92 1.61
O 1.69 -0.07 2.24
```

Results of the Löwdin charge analysis, in e, for atoms 1 through 4: -0.5710, -0.1756, -0.0361, -0.1576


C40H37AsBIN11S3Sr as an isolated structure. Source: the Open Molecules 2025 dataset; level of theory: ωB97M-V/def2-TZVPD.

Calculated values
**Total charge**: -1
**E_LUMO**: 2.1631 eV
**Largest force on an atom**: 2.9 eV/Å
**Multiplicity**: 1
**E**: -5932.672821 Eh
**HOMO energy**: -4.053 eV

Structure (XYZ):
```
95
C40H37AsBIN11S3Sr (ωB97M-V/def2-TZVPD)
Sr 1.77 -0.95 0.71
C -1.18 -3.09 3.43
C -0.88 -2.56 2.17
N 0.13 -1.69 2.25
N 0.49 -1.65 3.56
C -0.28 -2.48 4.29
B 1.68 -0.78 4.07
N 3.05 -1.41 3.65
C 4.05 -1.80 4.47
C 5.11 -2.21 3.69
C 4.67 -2.03 2.37
N 3.42 -1.55 2.35
N 1.62 0.66 3.50
C 1.51 1.80 4.21
C 1.64 2.87 3.36
C 1.84 2.29 2.10
N 1.82 0.95 2.18
H -1.96 -3.80 3.69
H -1.30 -2.79 1.20
H -0.12 -2.60 5.35
H 1.63 -0.73 5.27
H 3.94 -1.76 5.54
H 6.07 -2.59 4.02
H 5.17 -2.24 1.44
H 1.36 1.77 5.28
H 1.59 3.92 3.60
H 2.02 2.77 1.14
S 0.91 -0.87 -2.03
C 0.72 -2.58 -2.39
C 0.04 -2.84 -3.65
N -0.50 -3.00 -4.66
C 1.15 -3.65 -1.65
S 2.09 -3.64 -0.17
C 0.83 -4.98 -2.16
N 0.57 -6.04 -2.52
S 2.30 3.28 -1.54
C 1.12 2.77 -2.66
N -0.08 3.38 -2.74
C -1.22 2.92 -3.53
C -1.05 1.45 -3.83
C 0.32 1.23 -4.43
N 1.35 1.78 -3.53
H -0.22 4.10 -2.05
H -1.29 3.49 -4.46
H -2.13 3.09 -2.95
H -1.83 1.09 -4.50
H -1.11 0.87 -2.91
H 0.40 1.71 -5.40
H 0.52 0.16 -4.55
H 2.11 1.17 -3.27
C -4.32 -0.87 -3.82
C -4.54 0.38 -3.26
C -3.87 0.76 -2.10
C -2.97 -0.11 -1.49
C -2.75 -1.36 -2.07
C -3.41 -1.74 -3.23
As -1.94 0.27 0.13
C -2.24 2.20 0.32
C -1.10 3.00 0.30
C -1.18 4.38 0.47
C -2.42 4.98 0.64
C -3.57 4.20 0.65
C -3.48 2.82 0.50
C -3.31 -0.34 1.42
C -3.52 0.34 2.62
C -4.40 -0.17 3.58
C -5.06 -1.37 3.36
C -4.85 -2.05 2.17
C -3.99 -1.54 1.21
H -4.83 -1.16 -4.74
H -5.23 1.07 -3.73
H -4.04 1.75 -1.70
H -2.01 -2.03 -1.63
H -3.20 -2.71 -3.68
H -0.13 2.54 0.15
H -0.27 4.98 0.47
H -2.49 6.05 0.77
H -4.54 4.66 0.80
H -4.38 2.22 0.54
H -3.00 1.26 2.82
H -4.57 0.38 4.50
H -5.73 -1.77 4.11
H -5.37 -2.99 1.98
H -3.85 -2.08 0.28
I 6.77 -3.75 -2.81
C 6.00 -1.92 -2.15
C 6.79 -0.78 -2.17
C 6.23 0.40 -1.70
C 4.93 0.38 -1.23
N 4.18 -0.72 -1.20
C 4.70 -1.86 -1.66
H 7.80 -0.81 -2.54
H 6.81 1.32 -1.71
H 4.46 1.30 -0.86
H 4.06 -2.74 -1.63
```

Results of the Löwdin charge analysis, in e, for atoms 1 through 4: 0.9903, -0.0521, -0.1695, -0.1196


A 11-piece molecular cluster, C51H134N10O16 overall. Source: the Open Molecules 2025 dataset; level of theory: ωB97M-V/def2-TZVPD.

Calculated values
**E_LUMO**: 0.1007 eV
**Largest force on an atom**: 2.8 eV/Å
**Multiplicity**: 1
**E**: -3774.395538 Eh
**HOMO energy**: -8.502 eV
**SMILES string**: COC[C@H](C)N.COC[C@H](C)N.COC[C@H](C)N.COC[C@H](C)N.COC[C@H](C)N.COCCNCCOC.COCCNCCOC.COCCNCCOC.COCCNCCOC.COCCNCCOC.CO

Structure (XYZ):
```
211
C51H134N10O16 (ωB97M-V/def2-TZVPD)
C -26.34 27.39 6.98
O -27.21 26.27 7.03
C -28.59 26.56 6.89
C -29.40 25.23 6.70
C -30.91 25.50 6.52
N -29.21 24.44 7.89
H -25.36 27.14 7.39
H -26.79 28.27 7.45
H -26.07 27.67 5.97
H -28.90 27.16 7.74
H -28.79 27.17 6.01
H -29.00 24.72 5.83
H -31.43 24.55 6.57
H -31.16 25.98 5.57
H -31.15 26.25 7.27
H -29.73 23.59 7.73
H -28.25 24.16 7.91
C -24.01 11.01 13.72
O -23.50 10.11 12.78
C -22.65 10.69 11.77
C -23.49 11.38 10.71
C -24.42 10.47 9.94
N -22.62 12.02 9.73
H -24.56 11.78 13.18
H -23.27 11.49 14.36
H -24.71 10.46 14.34
H -21.98 11.43 12.19
H -22.02 9.90 11.36
H -24.05 12.17 11.21
H -23.86 9.78 9.30
H -25.03 11.08 9.27
H -25.03 9.90 10.64
H -23.08 12.79 9.27
H -21.89 12.44 10.29
C -24.33 19.48 4.14
O -24.86 18.57 5.04
C -26.24 18.91 5.44
C -26.77 18.20 6.71
C -26.59 16.69 6.83
N -28.12 18.48 6.99
H -23.36 19.09 3.81
H -24.18 20.49 4.51
H -24.97 19.60 3.27
H -26.33 19.98 5.61
H -26.91 18.70 4.61
H -26.08 18.62 7.45
H -26.69 16.44 7.89
H -25.57 16.44 6.56
H -27.23 16.10 6.18
H -28.37 18.22 7.93
H -28.73 17.99 6.35
C -19.66 15.21 -0.49
O -20.90 14.71 -0.02
C -20.93 13.29 -0.08
C -22.38 12.87 0.39
C -22.58 13.02 1.91
N -22.61 11.52 -0.07
H -19.31 14.59 -1.32
H -19.12 15.28 0.46
H -19.80 16.24 -0.81
H -20.71 13.03 -1.11
H -20.14 12.80 0.49
H -23.04 13.60 -0.08
H -22.33 14.04 2.19
H -22.09 12.18 2.40
H -23.63 12.79 2.07
H -21.93 10.84 0.26
H -23.50 11.07 0.08
C -22.78 21.79 9.71
O -22.54 20.74 10.65
C -23.45 20.68 11.77
C -23.18 19.51 12.67
C -23.53 18.14 12.00
N -23.91 19.64 13.90
H -23.80 21.91 9.33
H -22.14 21.66 8.83
H -22.58 22.76 10.17
H -23.31 21.57 12.39
H -24.48 20.65 11.43
H -22.11 19.49 12.88
H -24.58 18.08 11.71
H -23.21 17.29 12.60
H -23.03 18.13 11.03
H -23.82 18.74 14.35
H -24.86 19.91 13.70
C -36.82 15.72 -1.53
O -35.57 16.15 -2.05
C -34.48 16.21 -1.08
C -33.25 16.90 -1.70
N -32.22 17.06 -0.69
C -31.11 17.90 -1.04
C -30.34 17.47 -2.31
O -28.94 17.82 -2.34
C -28.11 17.08 -1.45
H -37.15 16.30 -0.67
H -36.65 14.69 -1.21
H -37.59 15.70 -2.31
H -34.23 15.20 -0.78
H -34.80 16.86 -0.26
H -33.47 17.91 -2.07
H -32.94 16.35 -2.59
H -31.97 16.15 -0.34
H -30.42 17.92 -0.19
H -31.38 18.95 -1.16
H -30.78 18.04 -3.13
H -30.40 16.41 -2.56
H -27.11 17.46 -1.63
H -28.17 16.04 -1.78
H -28.26 17.17 -0.37
C -12.85 28.40 7.04
O -13.92 27.82 6.30
C -14.26 26.50 6.69
C -15.15 25.83 5.68
N -16.45 26.50 5.60
C -17.27 25.72 4.72
C -18.74 26.33 4.61
O -19.39 25.59 3.60
C -20.66 26.10 3.30
H -13.14 28.41 8.09
H -12.55 29.40 6.72
H -12.01 27.71 7.11
H -14.89 26.54 7.58
H -13.41 25.85 6.85
H -15.25 24.79 6.00
H -14.68 25.80 4.70
H -16.16 27.36 5.15
H -17.35 24.68 5.02
H -16.93 25.63 3.68
H -18.70 27.40 4.39
H -19.27 26.11 5.54
H -20.60 27.14 2.96
H -21.26 26.12 4.21
H -21.18 25.55 2.52
C -12.83 20.23 8.81
O -14.09 19.77 8.33
C -15.08 19.75 9.38
C -16.46 19.60 8.76
N -16.50 18.30 8.04
C -17.63 18.26 7.16
C -17.69 16.85 6.54
O -16.34 16.50 6.12
C -16.18 15.08 5.86
H -12.15 20.05 7.99
H -12.60 19.65 9.71
H -12.78 21.26 9.15
H -15.07 20.74 9.84
H -14.86 19.02 10.16
H -16.70 20.43 8.09
H -17.26 19.53 9.50
H -15.75 18.21 7.37
H -17.54 18.95 6.32
H -18.57 18.45 7.69
H -18.40 16.80 5.72
H -17.94 16.17 7.35
H -15.17 14.92 5.50
H -16.88 14.77 5.08
H -16.32 14.47 6.75
C -34.44 20.17 3.08
O -34.15 18.81 3.22
C -33.56 18.43 4.51
C -33.57 16.88 4.68
N -32.44 16.39 3.93
C -32.48 14.91 3.99
C -31.47 14.22 3.04
O -31.76 14.42 1.67
C -30.82 13.74 0.93
H -34.86 20.31 2.08
H -33.50 20.72 3.09
H -35.17 20.58 3.77
H -34.15 18.84 5.33
H -32.59 18.94 4.57
H -34.50 16.54 4.22
H -33.42 16.59 5.72
H -32.61 16.67 2.98
H -33.47 14.59 3.66
H -32.33 14.56 5.01
H -31.53 13.15 3.26
H -30.43 14.34 3.33
H -30.85 12.69 1.23
H -29.84 14.19 1.08
H -31.17 13.84 -0.10
C -39.44 17.16 19.71
O -40.18 17.28 18.49
C -39.40 17.74 17.37
C -39.99 17.40 16.00
N -39.12 17.89 14.93
C -38.13 16.92 14.50
C -36.84 17.65 13.98
O -37.08 18.63 13.03
C -35.81 19.24 12.70
H -38.85 18.05 19.95
H -38.72 16.34 19.62
H -40.00 16.87 20.60
H -38.39 17.32 17.36
H -39.28 18.81 17.53
H -40.92 17.97 15.97
H -40.18 16.33 15.90
H -39.70 18.08 14.12
H -38.56 16.30 13.71
H -37.95 16.20 15.30
H -36.29 16.85 13.48
H -36.22 17.96 14.82
H -36.02 19.94 11.89
H -35.13 18.49 12.28
H -35.19 19.85 13.35
C -30.20 17.10 14.59
O -29.95 17.65 13.32
H -30.58 17.92 15.20
H -30.98 16.35 14.48
H -29.30 16.70 15.05
H -29.45 18.46 13.45
```

Results of the Löwdin charge analysis, in e, for atoms 1 through 4: -0.1111, -0.1976, -0.1962, -0.4520


C11H12N2O6PdS3 as an isolated structure. Source: the Open Molecules 2025 dataset; level of theory: ωB97M-V/def2-TZVPD.

Calculated values
**E_LUMO (alpha / beta)**: 0.1011 / -3.1011 eV
**Largest force on an atom**: 1.2 eV/Å
**Multiplicity**: 5
**E**: -2309.647415 Eh
**HOMO energy (alpha / beta)**: -9.220 / -9.043 eV

Structure (XYZ):
```
35
C11H12N2O6PdS3 (ωB97M-V/def2-TZVPD)
Pd -0.38 0.11 -0.48
O -2.43 0.94 0.50
C -1.54 1.81 0.41
O -0.38 1.69 0.98
C -1.75 3.03 -0.42
C -2.90 3.78 -0.33
C -3.02 4.96 -1.07
C -1.99 5.39 -1.90
C -0.84 4.63 -2.03
C -0.72 3.42 -1.31
S 0.64 2.42 -1.58
H -3.69 3.46 0.33
H -3.93 5.54 -1.00
H -2.09 6.31 -2.46
H -0.04 4.93 -2.69
C 2.45 -3.36 -0.23
N 3.05 -2.03 -0.14
C 4.04 -1.61 -1.15
C 4.08 -0.07 -1.00
N 3.15 0.14 0.12
C 2.48 -0.98 0.43
S 1.14 -1.01 1.49
H 3.24 -4.08 -0.40
H 1.73 -3.40 -1.04
H 1.94 -3.59 0.70
H 3.69 -1.90 -2.14
H 5.00 -2.08 -0.95
H 3.72 0.42 -1.90
H 5.07 0.29 -0.75
H 2.74 1.03 0.32
O -0.05 -2.47 -3.29
S -0.20 -1.50 -2.26
O -1.15 -0.37 -2.53
O 1.10 -0.77 -1.91
O -0.63 -2.05 -0.92
```

Results of the Löwdin charge analysis, in e, for atoms 1 through 4: 0.9660, 0.0538, -0.6994, -0.1641